DFT (the ωB97M-V functional and the def2-TZVPD basis) results for a molecular structure, C22H51ClO3P3RuSi.

Geometry as XYZ:
```
82
Properties=species:S:1:pos:R:3:forces:R:3:lowdin_spin:R:1
C -1.193966 -1.842825 -3.044497 -0.021 0.092 0.237 0.053
H -1.552139 4.952935 2.745529 -0.025 -0.001 -0.041 0.000
C -2.577363 0.144366 0.908887 0.464 -0.472 -0.146 0.202
H 2.857507 0.887294 -1.525892 -0.031 -0.063 0.024 0.000
P 0.341726 1.797184 2.013649 0.434 0.320 -0.323 0.090
H 3.990207 4.105952 1.421199 -0.003 0.003 0.041 0.000
H -2.871508 5.101884 1.567787 0.057 -0.002 0.012 0.000
H -1.224912 5.590796 1.127390 -0.029 -0.018 0.025 0.000
H -1.798767 3.365883 0.131346 0.014 -0.012 -0.045 0.000
Si -1.728956 -1.593542 -4.766443 0.004 -0.015 -0.037 0.007
H -4.173392 -1.690906 -4.370494 0.054 -0.047 -0.038 0.000
H 1.367675 -4.599937 -0.648889 0.013 0.011 0.004 0.002
H 2.021625 -2.974674 -0.369007 -0.012 -0.006 0.010 0.003
H -0.902043 -2.450094 -6.927533 0.050 -0.017 0.050 0.000
H -2.983186 1.003784 0.387973 -0.037 0.087 -0.071 0.017
H 1.931659 -3.469471 1.916677 0.004 -0.001 -0.010 0.000
H 3.722972 2.823559 2.617742 -0.015 0.019 -0.035 0.000
H 2.053266 -0.645904 -1.178869 -0.005 -0.057 0.004 0.014
C -0.140031 -3.933898 1.506714 -0.042 0.140 0.047 0.107
H 2.103590 0.121707 3.615753 -0.003 -0.083 -0.003 0.001
C -1.812373 4.862753 1.688713 0.001 0.046 0.001 0.000
H 1.273617 -3.356101 -1.922824 0.007 -0.005 -0.005 0.000
C 0.214833 2.493315 4.595303 -0.181 0.016 -0.055 0.004
H 0.590973 2.796696 6.686970 0.037 -0.003 -0.044 0.000
H 0.110907 -4.979875 1.313074 0.005 -0.008 0.032 0.012
C -1.671629 0.215407 -5.190772 0.001 0.268 -0.023 0.003
H 0.444186 -2.157486 -5.811410 -0.075 -0.036 -0.003 0.000
H -1.121130 1.069919 -1.754685 -0.028 0.024 -0.080 0.025
C -1.538159 3.465253 1.185565 0.070 0.004 -0.020 0.003
H 2.158596 -1.533623 4.287477 0.034 0.002 0.025 0.005
C 2.609897 2.623537 0.776937 -0.100 0.023 0.144 0.001
C 3.236612 3.457875 1.875044 0.028 0.077 -0.043 0.001
O 0.988877 2.346404 3.408380 0.038 -0.035 0.429 0.041
H 1.920132 1.783774 -4.059181 -0.052 0.021 0.041 0.003
P 0.711850 -1.441696 2.349196 -0.278 -0.085 0.281 0.117
H -1.312383 -5.280676 -0.326220 -0.021 0.007 0.004 0.002
H -0.426688 1.617830 4.740261 -0.018 -0.008 -0.025 0.002
H 0.472318 -0.047987 -3.140317 -0.055 -0.099 -0.045 0.001
H -2.604980 -4.068411 -0.426153 0.040 0.020 0.004 0.002
C 0.941405 -3.260058 2.328554 0.038 0.000 -0.110 0.006
C 1.182729 1.959065 -3.267019 0.003 -0.029 -0.093 0.012
H 1.799740 3.526459 5.610447 -0.039 -0.052 0.028 0.000
H -1.101788 -3.913568 2.029161 0.021 -0.017 0.009 0.000
H -0.358828 -1.835791 4.511239 -0.020 0.005 0.011 0.005
H -3.762604 -2.179930 -6.024983 -0.016 -0.009 0.053 0.000
O -0.133941 3.181115 1.316930 -0.217 0.115 0.065 0.013
Cl -3.316183 -1.322276 0.133793 -0.306 0.057 0.156 0.110
H 1.788112 1.774598 5.870006 -0.011 0.030 0.008 0.000
C -0.833063 -2.011669 -1.891420 -0.029 -0.064 -0.162 0.162
C 1.222062 -3.537601 -0.852869 -0.107 0.089 -0.020 0.013
H -0.638826 0.570190 -5.247656 -0.069 0.006 0.001 0.000
H -0.434893 3.367665 4.503125 -0.029 0.042 -0.022 0.001
C -3.454756 -2.249510 -4.977258 -0.257 -0.083 0.016 0.000
C 0.906951 0.682439 -2.466237 0.046 0.190 0.075 0.034
H -0.910479 -0.305911 3.776307 0.013 -0.020 -0.012 0.002
H -2.190129 0.812068 -4.434029 0.031 -0.030 -0.067 0.000
H -0.567307 -3.597494 -5.619398 0.012 0.070 -0.037 0.000
H -3.505641 -3.299662 -4.676050 -0.021 0.058 -0.025 0.000
H 3.065977 -1.119597 2.811068 -0.012 0.007 0.011 0.000
C -0.579905 -2.536038 -5.884693 0.170 -0.143 -0.172 0.000
H 1.574790 2.742915 -2.610247 0.006 -0.018 -0.031 0.000
H -2.149615 0.398371 -6.158321 0.041 0.009 0.050 0.001
H -1.535379 -1.836721 3.172222 0.007 -0.005 0.000 0.002
C -1.596258 -4.320488 -0.756986 -0.041 0.129 -0.034 0.013
H -2.124040 2.728638 1.741035 0.012 -0.033 0.032 0.001
H 2.793564 -0.372293 -2.763279 -0.011 0.069 0.015 0.001
H 3.377201 2.099704 0.216172 0.061 -0.062 -0.061 0.000
C -0.650679 -1.345584 3.579578 0.067 0.002 -0.028 0.027
H 2.040625 3.245867 0.086229 -0.014 0.011 -0.029 0.000
C 2.146909 -0.940885 3.371112 -0.008 0.142 -0.147 0.026
H 0.269479 2.339216 -3.733103 0.042 -0.002 0.039 0.001
H -1.594083 -4.376582 -1.841492 0.001 -0.017 0.009 0.001
H 0.947597 -3.588503 3.371299 0.042 -0.061 0.041 0.007
Ru -0.492027 -0.406208 0.340119 -0.478 0.021 -0.373 3.238
C -0.107479 0.960234 -1.357932 0.378 -0.280 0.447 0.230
H -2.893432 0.135094 1.947937 0.019 0.057 0.084 0.019
H 0.169654 1.876834 -0.828027 -0.027 0.124 -0.093 0.022
P -0.416526 -3.021065 -0.185302 0.297 -0.453 0.030 0.282
O 1.748595 1.576950 1.267275 -0.034 -0.038 -0.022 0.026
H 2.498883 4.079933 2.380708 0.052 -0.039 -0.040 0.000
C 2.228058 0.101312 -1.955152 -0.023 0.093 0.018 0.021
C 1.156107 2.657763 5.762757 0.083 0.022 0.059 0.001
```
Positions in Å, forces in eV/Å.

As for the expectation value of S²: 8.770. The value obtained for the maximum force is 0.68 eV Å⁻¹. The calculation puts the LUMO energy (spin up / spin down) at 0.60 / -0.11 eV. Its spin multiplicity is 6.